Record 1
C30H62N4O7PS | ωB97M-V/def2-TZVPD

Summary:
HOMO-LUMO gap   7.18 eV
M   653.89 g/mol
Total energy   -72523.284 eV
HOMO level   -10.2 eV
E_LUMO   -0.1124 Ha

Geometry as ORCA input:
```
! wB97M-V def2-TZVPD RIJCOSX def2/J DEFGRID3
* xyz 1 1
H 7.031 6.972 -1.639
H -7.667 -4.101 5.501
H 2.206 3.158 8.481
C -5.322 -2.651 5.636
O 6.639 5.015 -2.217
C 8.781 4.167 -1.646
H 3.494 0.048 -7.921
H -5.036 -3.478 6.294
H 0.729 1.205 2.065
H 7.128 3.013 -2.488
H -6.816 -2.460 3.082
N 3.840 3.492 -2.405
N 0.904 2.127 -1.373
H -0.917 0.601 1.799
C -6.637 -3.263 3.805
H -0.835 4.337 2.559
H 0.000 0.306 -5.678
H -2.962 -6.809 -3.562
H 1.296 -0.157 -8.927
H -0.343 -5.287 -6.419
C -0.331 1.431 2.200
H -2.596 -4.446 -6.155
H -2.774 2.105 3.288
H -1.380 1.399 -2.162
N 2.794 3.453 -1.560
H 1.047 1.292 10.083
O -2.693 -4.835 -4.141
H 2.703 0.375 -5.338
H 0.080 -4.839 -4.760
S -0.170 -0.714 -0.818
H -1.783 -7.084 -5.621
H -4.595 -1.846 5.753
H -1.711 -3.300 -5.128
H 9.280 4.042 -2.610
C -7.548 -3.130 5.013
H -2.317 3.849 1.714
H -1.846 -4.542 -0.983
C 7.545 6.129 -2.100
H 0.622 2.668 -0.550
C -1.955 -4.354 -5.272
H -8.538 -2.752 4.759
C 1.230 2.682 8.391
H -6.880 -1.163 5.577
H 0.342 3.262 6.480
C 7.309 3.820 -1.774
C 1.493 0.790 -8.417
H -2.544 -2.984 -1.448
C -1.217 -6.553 -4.851
N 2.616 1.786 -3.107
C 3.753 2.517 -3.289
C -0.687 1.713 3.647
C -1.459 3.482 2.278
H 9.646 6.183 -1.502
H -0.422 -7.209 -4.500
H 1.590 1.575 -9.167
H 1.707 2.132 6.345
H -1.605 -5.953 -2.801
H -4.031 -5.554 -0.792
C 8.727 5.642 -1.280
H -4.396 -1.953 0.403
H 4.487 2.308 -4.074
H 2.080 0.740 8.759
H 0.489 3.330 8.865
H -4.323 -4.419 -2.126
C 2.713 0.689 -7.514
H -4.709 -3.137 1.689
H -2.129 -2.632 0.924
C 2.101 0.170 -6.223
C -0.720 -5.228 -5.398
H -6.751 -4.221 3.295
H 2.635 4.111 -0.805
C 2.048 2.404 -2.020
O -0.670 2.613 1.446
C -2.150 -6.103 -3.740
C -4.026 -4.496 -1.080
H 9.299 3.551 -0.912
H 6.883 3.533 -0.807
C -2.818 -3.427 0.636
H -2.038 3.287 4.379
O -5.293 -3.131 4.286
H 0.859 1.867 -5.733
H 0.358 0.493 -3.293
H 4.607 4.166 -2.391
C -0.017 0.683 8.271
H -7.019 -2.256 6.960
H -2.649 -4.282 1.297
H 0.065 -0.400 8.168
H 1.951 -0.910 -6.291
C 1.168 1.292 9.001
P -0.095 0.808 -1.982
C -6.747 -2.197 5.907
O -0.057 1.288 6.971
C -1.862 2.669 3.499
H 3.138 1.684 -7.351
C -2.679 -3.861 -0.808
C 0.835 2.408 6.950
H -0.958 0.915 8.780
H 7.854 6.418 -3.108
C -4.275 -3.002 0.698
C 0.768 0.880 -6.205
O -4.980 -3.812 -0.254
H 0.143 2.220 4.145
H -0.923 0.812 4.210
H 8.514 5.752 -0.214
O 0.375 1.075 -7.562
*
```

Mulliken population analysis, charges in e, atoms 1 to 8:
1. H 0.286
2. H 0.276
3. H 0.342
4. C -0.398
5. O -0.448
6. C -0.590
7. H 0.355
8. H 0.267

Record 2
C2H3N2O | ωB97M-V/def2-TZVPD

Summary:
Energy above the lowest of the compared OMol25 structures with the same formula, charge and spin   84.5 kcal/mol
HOMO-LUMO gap (spin up / spin down)   10.37 / 10.38 eV
M   71.06 g/mol
Total energy   -7138.718 eV
HOMO level (spin up / spin down)   -18.1 / -18.1 eV
E_LUMO (spin up / spin down)   -0.2830 / -0.2829 Ha

Geometry as ORCA input:
```
! wB97M-V def2-TZVPD RIJCOSX def2/J DEFGRID3
* xyz 1 1
C -0.595 0.538 -0.560
H -1.006 1.510 1.434
N 0.939 -0.485 1.184
C 0.872 -1.012 0.072
O 0.157 -0.483 -0.964
H 1.413 -1.782 -0.492
H -1.254 0.794 -1.347
N -0.526 0.920 0.673
*
```

Partial atomic charges computed with the Mulliken method, in multiples of e:
1. C 0.244
2. H 0.349
3. N -0.158
4. C 0.246
5. O -0.203
6. H 0.391
7. H 0.446
8. N -0.315

Record 3
C4H8O2 | ωB97M-V/def2-TZVPD

Summary:
Energy above the lowest of the compared OMol25 structures with the same formula, charge and spin   138.0 kcal/mol
HOMO-LUMO gap (spin up / spin down)   8.53 / 8.53 eV
M   88.11 g/mol
Total energy   -8367.296 eV
HOMO level (spin up / spin down)   -7.9 / -7.9 eV
E_LUMO (spin up / spin down)   0.0238 / 0.0238 Ha

Geometry as ORCA input:
```
! wB97M-V def2-TZVPD RIJCOSX def2/J DEFGRID3
* xyz 0 1
H -0.077 -1.116 -1.379
H -2.278 0.920 0.299
H -2.656 -0.886 0.161
C -2.085 -0.119 0.626
C 1.186 -0.646 0.339
C 0.158 0.385 0.041
H 0.801 -1.487 0.844
H -1.771 -0.427 1.656
C 0.651 -0.512 -1.054
H 1.103 -0.007 -1.860
O 2.489 -0.446 0.652
H -0.499 2.105 -0.637
H 2.768 0.479 0.307
O 0.210 1.756 0.002
*
```

Mulliken population analysis, charges in e, atoms 1 to 8:
1. H 0.296
2. H 0.300
3. H 0.287
4. C -0.837
5. C -0.015
6. C 0.220
7. H 0.358
8. H 0.245

Record 4
C3H6N2S2 | ωB97M-V/def2-TZVPD

Summary:
Energy above the lowest of the compared OMol25 structures with the same formula, charge and spin   66.3 kcal/mol
SMILES   NSN1CC=CS1
HOMO-LUMO gap   8.38 eV
M   134.23 g/mol
Total energy   -27856.220 eV
HOMO level   -8.2 eV
E_LUMO   0.0070 Ha

Geometry as ORCA input:
```
! wB97M-V def2-TZVPD RIJCOSX def2/J DEFGRID3
* xyz 0 1
H 2.504 1.889 -0.350
H -1.005 -1.405 1.483
H -1.808 -0.747 -2.403
N 0.637 -0.779 0.441
H 1.945 2.278 1.101
C -1.153 -0.766 -1.495
C -0.748 -0.522 0.838
C -1.615 -0.255 -0.373
S 0.412 -1.552 -1.449
H -0.661 0.323 1.461
H -2.629 0.107 -0.555
N 2.081 1.519 0.450
S 2.040 -0.088 0.851
*
```

Mulliken population analysis, charges in e, atoms 1 to 8:
1. H 0.207
2. H 0.201
3. H 0.296
4. N -0.185
5. H 0.223
6. C -0.163
7. C -0.280
8. C -0.346

Record 5
C4H5EuO | ωB97M-V/def2-TZVPD

Summary:
HOMO-LUMO gap (spin up / spin down)   3.92 / 4.11 eV
M   221.05 g/mol
Total energy   -25589.169 eV
HOMO level (spin up / spin down)   -9.8 / -9.8 eV
E_LUMO (spin up / spin down)   -0.2152 / -0.2098 Ha

Geometry as ORCA input:
```
! wB97M-V def2-TZVPD RIJCOSX def2/J DEFGRID3
* xyz 1 8
H -2.981 -0.179 -0.246
C 1.139 -0.723 -0.088
H -0.338 0.950 -1.365
Eu 3.472 -0.066 -1.623
O 2.323 -0.323 0.332
H 0.122 -0.410 1.148
H 0.818 -1.779 0.042
C -0.669 0.317 -0.535
C -1.960 0.127 -0.038
C -1.049 0.578 0.914
H -0.876 1.509 1.460
*
```

Mulliken population analysis, charges in e, atoms 1 to 8:
1. H 0.380
2. C -0.454
3. H 0.197
4. Eu 1.600
5. O -0.653
6. H 0.025
7. H 0.322
8. C -0.060

Record 6
C11H16FN4O8PdS2 | ωB97M-V/def2-TZVPD

Summary:
Energy above the lowest of the compared OMol25 structures with the same formula, charge and spin   37.9 kcal/mol
HOMO-LUMO gap   8.10 eV
M   521.82 g/mol
Total energy   -61878.339 eV
HOMO level   -6.1 eV
E_LUMO   0.0746 Ha

Geometry as ORCA input:
```
! wB97M-V def2-TZVPD RIJCOSX def2/J DEFGRID3
* xyz -1 1
S 0.280 0.924 3.704
O -1.761 -1.676 2.689
H -3.203 2.975 -0.770
C 0.975 3.477 1.548
N -1.475 1.622 1.834
H -2.442 0.791 0.195
H 0.438 -2.314 -5.261
C 0.166 -2.961 -1.640
C -2.872 2.915 0.267
C -1.941 1.727 0.452
H 2.108 5.106 0.700
C 1.416 -0.848 -0.066
N 0.356 -2.510 -4.274
H 0.113 -3.078 -0.562
C -0.701 -3.330 -3.894
H 1.336 3.633 2.574
O -1.470 -3.789 -4.712
C 1.311 -1.909 -3.477
O 0.267 -0.481 -0.337
O -1.812 -4.158 2.723
C -0.179 1.476 2.167
H 2.941 3.551 0.662
H -2.104 1.163 2.480
F -1.717 -4.300 -1.977
O 2.187 -1.213 -3.957
H -3.758 2.827 0.897
N 1.187 -2.180 -2.137
H 1.611 1.524 1.334
H -2.368 3.849 0.521
Pd 0.173 -0.891 2.230
H 0.018 3.995 1.460
C -0.733 -3.530 -2.456
C 1.970 4.035 0.548
H 2.706 -0.835 -1.795
C 2.132 -1.563 -1.223
H 2.830 -2.310 -0.839
O 1.956 -0.727 1.078
S -1.003 -2.994 2.898
H -1.061 1.797 -0.182
N 0.747 2.056 1.284
O -0.037 -2.804 1.669
H 1.625 3.865 -0.471
O -0.212 -2.908 4.113
*
```

Mulliken population analysis, charges in e, atoms 1 to 8:
1. S -0.293
2. O -0.644
3. H 0.383
4. C -0.355
5. N 0.111
6. H 0.391
7. H 0.220
8. C -0.207